ORCA calculation (ωB97M-V/def2-TZVPD) on a 4-piece molecular cluster, C7H19O6 overall at a distorted geometry.

## Properties
Electronic energy: -729.58564 hartree
Gap between HOMO and LUMO: 0.3230 Ha
HOMO energy: -5.32 eV

The geometry in ORCA input format:
```
! RIJCOSX wB97M-V def2-TZVPD def2/J DEFGRID3
* xyz -1 1
O 0.8831 -0.9419 0.5164
C -0.3770 -1.0772 0.0663
O -0.6512 -1.2741 -1.1398
O -1.2270 -1.2098 0.9901
H 0.5838 -1.2094 1.3885
C 3.9281 -0.8029 -2.9411
C 2.5699 -0.9175 -2.2645
O 2.8854 -1.2349 -0.8945
H 4.4025 -1.7583 -3.1656
H 4.6958 -0.2386 -2.4116
H 3.7052 -0.4473 -3.9471
H 2.0789 -1.6257 -2.9320
H 2.0813 0.0405 -2.4417
H 2.1156 -1.1271 -0.3312
C -0.1223 0.7001 3.9042
C -0.9358 -0.5676 4.1696
O -2.1858 -0.5423 3.4965
H -0.1865 0.8606 2.8280
H 0.8933 0.6992 4.3000
H -0.5643 1.6327 4.2549
H -1.1991 -0.5618 5.2273
H -0.2871 -1.3980 3.8910
H -2.0106 -0.6674 2.5609
C -1.4702 2.0161 -1.6278
C -2.8457 1.3681 -1.4283
O -3.3964 0.8833 -2.6361
H -1.1038 2.6608 -0.8289
H -1.6056 2.6075 -2.5333
H -0.6223 1.3404 -1.7399
H -3.5117 2.1946 -1.1805
H -3.0192 0.6635 -0.6150
H -3.5014 -0.0656 -2.5350
*
```

For reference, the natural (NBO) charges in units of e are:
1 O -0.741
2 C 0.937
3 O -0.755
4 O -0.862
5 H 0.507
6 C -0.610
7 C -0.059
8 O -0.765
9 H 0.186
10 H 0.199
11 H 0.184
12 H 0.158
13 H 0.156
14 H 0.494
15 C -0.646
16 C -0.057
17 O -0.754
18 H 0.221
19 H 0.195
20 H 0.194
21 H 0.157
22 H 0.153
23 H 0.513
24 C -0.640
25 C -0.061
26 O -0.739
27 H 0.201
28 H 0.198
29 H 0.231
30 H 0.136
31 H 0.194
32 H 0.476